Formula: C26H40F2N2O10
Source: the OMol25 dataset
Level of theory: ωB97M-V with the def2-TZVPD basis set

Structure (ORCA input):
```
! wB97M-V def2-TZVPD RIJCOSX def2/J DEFGRID3
* xyz 0 1
C -6.78 1.80 -16.72
N -6.03 2.91 -16.05
O -4.94 2.70 -15.66
O -6.61 3.94 -15.96
H -7.79 1.64 -16.35
H -6.22 0.88 -16.59
H -6.82 2.11 -17.77
C -0.34 2.37 -15.02
N -0.35 0.97 -15.37
O -1.34 0.27 -15.20
O 0.66 0.55 -16.01
H 0.64 2.64 -14.61
H -1.15 2.62 -14.34
H -0.46 2.86 -15.98
C -3.75 3.75 -10.19
C -4.59 4.14 -11.43
O -3.77 4.96 -12.23
C -4.14 6.28 -12.40
C -3.08 7.10 -13.13
O -5.15 6.77 -11.95
H -2.72 3.52 -10.45
H -4.23 2.85 -9.81
H -3.68 4.47 -9.37
H -4.71 3.24 -12.03
H -5.55 4.57 -11.13
H -2.63 6.62 -13.99
H -2.26 7.39 -12.48
H -3.49 8.02 -13.56
C -9.00 9.53 -17.04
C -7.80 9.23 -16.09
O -7.23 10.46 -15.51
C -7.64 10.76 -14.26
C -7.04 12.06 -13.68
O -8.46 10.10 -13.63
H -9.57 8.60 -17.03
H -8.59 9.69 -18.05
H -9.66 10.36 -16.80
H -7.88 8.38 -15.41
H -6.93 8.90 -16.65
H -7.14 12.94 -14.32
H -6.00 11.80 -13.51
H -7.40 12.45 -12.73
C -13.61 0.62 -21.73
C -12.30 0.14 -21.11
O -12.37 -1.08 -20.41
C -11.28 -1.42 -19.63
C -11.44 -2.77 -19.07
O -10.21 -0.75 -19.44
H -14.01 -0.09 -22.46
H -13.39 1.50 -22.34
H -14.34 0.88 -20.96
H -11.58 -0.02 -21.92
H -11.89 0.92 -20.48
H -10.93 -3.51 -19.69
H -12.50 -2.94 -18.91
H -11.00 -2.82 -18.08
F -4.70 -1.72 -10.24
C -5.99 -1.27 -10.34
C -6.68 -0.83 -9.22
C -8.02 -0.40 -9.38
C -8.61 -0.48 -10.68
C -7.90 -0.80 -11.80
C -6.58 -1.15 -11.61
H -6.22 -0.76 -8.24
H -8.67 -0.06 -8.58
H -9.67 -0.30 -10.78
H -8.47 -0.91 -12.71
H -5.96 -1.43 -12.45
F -4.08 1.47 -19.89
C -3.79 0.64 -20.83
C -2.46 0.15 -20.89
C -2.20 -0.69 -21.94
C -3.19 -1.21 -22.72
C -4.53 -0.76 -22.54
C -4.81 0.28 -21.67
H -1.71 0.35 -20.14
H -1.25 -1.15 -22.19
H -3.00 -2.01 -23.42
H -5.37 -1.17 -23.09
H -5.78 0.72 -21.54
*
```

Properties
**F_max**: 4.975 eV/A
**Orbital gap**: 9.00 eV
**E_HOMO**: -9.0 eV

Mulliken population analysis, charges in e, atoms 1 to 5: number 1, C, carries -0.746; number 2, N, carries 0.940; number 3, O, carries -0.513; number 4, O, carries -0.544; number 5, H, carries 0.284



Formula: C24H23CrN4O7
Source: the OMol25 dataset
Level of theory: ωB97M-V with the def2-TZVPD basis set

Structure (ORCA input):
```
! wB97M-V def2-TZVPD RIJCOSX def2/J DEFGRID3
* xyz -1 5
Cr -1.28 -0.22 -0.70
O -5.16 -1.46 -0.11
C -4.01 -1.10 0.09
O -3.22 -0.60 -0.80
C -3.43 -1.15 1.51
C -2.83 0.22 1.85
C -2.59 0.38 3.35
C -1.37 -0.56 3.57
C -1.12 -1.08 2.16
O -1.47 0.08 1.35
C -2.19 -2.09 1.73
C -1.74 -2.86 0.47
O -2.05 -4.03 0.34
O -1.02 -2.17 -0.35
H -4.24 -1.41 2.19
H -3.30 1.06 1.35
H -3.47 0.09 3.92
H -2.34 1.41 3.58
H -1.58 -1.37 4.26
H -0.51 0.00 3.93
H -0.09 -1.36 1.93
H -2.39 -2.82 2.51
O 3.41 1.70 -1.39
C 3.92 0.69 -0.62
C 5.19 0.77 -0.07
C 5.69 -0.29 0.68
C 4.93 -1.44 0.86
C 3.66 -1.50 0.31
C 3.12 -0.43 -0.41
C 1.72 -0.60 -0.95
O 1.53 -1.50 -1.77
N 0.72 0.18 -0.50
N -1.66 1.65 -1.23
C -1.83 1.77 -2.46
C -1.68 0.58 -3.37
C -2.00 0.53 -4.72
C -1.86 -0.68 -5.38
C -1.42 -1.80 -4.70
C -1.12 -1.68 -3.35
N -1.25 -0.51 -2.73
H 4.01 2.45 -1.36
H 5.80 1.65 -0.24
H 6.69 -0.22 1.10
H 5.32 -2.27 1.42
H 3.05 -2.38 0.42
H -2.09 2.72 -2.95
H -2.35 1.42 -5.22
H -2.12 -0.75 -6.43
H -1.31 -2.76 -5.18
H -0.77 -2.49 -2.73
C 1.50 3.81 1.44
C 1.77 2.54 2.23
C 1.49 1.27 1.47
N 1.03 1.25 0.33
H 1.68 4.70 2.05
H 0.47 3.82 1.09
H 2.13 3.86 0.55
H 1.17 2.51 3.14
H 2.81 2.49 2.57
*
```

Properties
**F_max**: 0.396 eV/A
**Orbital gap (spin up / spin down)**: 6.86 / 7.82 eV
**E_HOMO (spin up / spin down)**: -4.3 / -5.3 eV
**ΔE to the lowest compared entry with this formula, charge and spin**: 0.000 eV

natural (NBO) population analysis, charges in e, atoms 1 to 5: number 1, Cr, carries 1.305; number 2, O, carries -0.657; number 3, C, carries 0.806; number 4, O, carries -0.745; number 5, C, carries -0.344



Formula: C15H36N5O2PSSi2
Source: the OMol25 dataset
Level of theory: ωB97M-V with the def2-TZVPD basis set

Structure (ORCA input):
```
! wB97M-V def2-TZVPD RIJCOSX def2/J DEFGRID3
* xyz 0 1
C 1.22 1.08 -0.85
C 0.29 0.95 -2.05
N -0.68 -0.18 -1.82
C -1.90 0.19 -1.07
C -2.58 1.43 -1.66
P -4.28 1.02 -2.24
N -4.44 -0.51 -2.52
O -1.81 1.93 -2.74
C -0.50 2.25 -2.24
C 0.24 3.28 -3.08
C 0.68 4.51 -2.27
S -0.34 5.98 -2.50
C -1.91 5.33 -2.14
N -2.36 4.81 -1.04
N -3.68 4.44 -1.31
C -3.90 4.78 -2.53
O -2.85 5.34 -3.13
H 0.62 1.10 0.07
H 1.78 2.00 -0.91
H 1.91 0.25 -0.77
H 0.90 0.70 -2.91
H -0.93 -0.60 -2.72
H -0.20 -0.91 -1.30
H -2.54 -0.69 -1.05
H -1.62 0.37 -0.04
H -2.67 2.18 -0.87
H -4.51 1.86 -3.34
H -5.09 1.54 -1.22
H -4.72 -0.69 -3.48
H -0.65 2.68 -1.24
H -0.39 3.59 -3.91
H 1.12 2.82 -3.53
H 1.69 4.78 -2.53
H 0.69 4.25 -1.21
H -4.82 4.65 -3.06
C -1.19 -2.18 1.46
Si 0.40 -2.23 2.49
C -0.11 -2.66 4.26
C 1.04 -0.43 2.51
N 1.44 -3.31 1.76
Si 3.00 -3.70 2.25
C 3.09 -4.48 3.97
C 4.20 -2.23 2.23
C 3.71 -4.97 1.04
H -1.90 -1.46 1.88
H -0.93 -1.86 0.45
H -1.68 -3.15 1.42
H -0.96 -2.06 4.59
H 0.71 -2.48 4.96
H -0.39 -3.71 4.32
H 1.44 -0.16 1.53
H 1.83 -0.30 3.25
H 0.24 0.28 2.76
H 2.92 -3.74 4.76
H 4.08 -4.92 4.15
H 2.35 -5.27 4.07
H 4.12 -1.68 1.29
H 5.24 -2.57 2.34
H 4.00 -1.54 3.06
H 3.74 -4.57 0.03
H 3.10 -5.87 1.04
H 4.73 -5.26 1.32
*
```

Properties
**F_max**: 1.106 eV/A
**Orbital gap**: 5.44 eV
**E_HOMO**: -6.0 eV

natural (NBO) population analysis, charges in e, atoms 1 to 5: number 1, C, carries -0.646; number 2, C, carries -0.055; number 3, N, carries -0.498; number 4, C, carries -0.285; number 5, C, carries -0.242



Formula: C45H85Cl34INO4PSSi
Source: the OMol25 dataset
Level of theory: ωB97M-V with the def2-TZVPD basis set

Structure (ORCA input):
```
! wB97M-V def2-TZVPD RIJCOSX def2/J DEFGRID3
* xyz 0 1
C 4.02 1.25 4.27
C 4.36 2.49 3.96
C 5.27 2.72 2.80
O 6.32 2.17 2.72
O 4.79 3.57 1.87
C 5.74 4.45 1.27
C 5.29 4.75 -0.17
C 5.97 3.86 -1.23
C 5.05 2.73 -1.76
C 5.23 1.41 -0.99
C 3.94 0.82 -0.38
Si 2.48 0.42 -1.51
C 2.07 -1.43 -1.32
C 0.80 -1.83 -2.13
C -0.27 -2.63 -1.36
C -1.38 -1.79 -0.71
C -2.73 -1.89 -1.46
C -3.97 -2.07 -0.58
C -4.09 -1.18 0.66
C -4.99 0.04 0.46
C -4.32 1.09 -0.46
C -4.81 2.52 -0.15
C -4.84 3.42 -1.39
C -4.78 4.91 -1.01
N -3.40 5.34 -0.88
C -2.37 5.25 -1.80
C -1.18 5.75 -1.25
C -1.51 6.20 0.07
C -2.90 5.93 0.26
C 0.97 1.41 -0.91
I 0.71 0.83 1.17
C 1.11 2.95 -1.06
C 1.53 3.77 0.16
P 2.89 0.65 -3.72
O 4.44 0.23 -4.03
O 2.00 -0.44 -4.55
S 2.56 2.39 -4.47
H 3.56 0.99 5.21
H 4.18 0.45 3.55
H 3.97 3.35 4.49
H 6.74 4.01 1.23
H 5.80 5.38 1.84
H 4.21 4.57 -0.16
H 5.42 5.80 -0.40
H 6.89 3.42 -0.85
H 6.25 4.50 -2.07
H 4.03 3.11 -1.73
H 5.33 2.56 -2.80
H 5.76 0.67 -1.60
H 5.90 1.62 -0.15
H 3.63 1.52 0.40
H 4.21 -0.10 0.15
H 1.98 -1.71 -0.27
H 2.89 -1.99 -1.78
H 1.10 -2.46 -2.97
H 0.30 -0.96 -2.56
H -0.73 -3.34 -2.05
H 0.25 -3.23 -0.60
H -1.49 -2.02 0.34
H -1.07 -0.74 -0.77
H -2.69 -2.75 -2.13
H -2.85 -1.01 -2.10
H -4.83 -1.83 -1.21
H -4.09 -3.12 -0.32
H -3.14 -0.82 1.06
H -4.54 -1.79 1.46
H -5.10 0.53 1.43
H -6.00 -0.22 0.14
H -4.50 0.83 -1.50
H -3.25 1.04 -0.25
H -4.16 2.98 0.60
H -5.80 2.43 0.30
H -4.00 3.13 -2.02
H -5.77 3.22 -1.93
H -5.20 4.99 -0.01
H -5.33 5.52 -1.73
H -2.51 4.83 -2.79
H -0.21 5.78 -1.70
H -0.85 6.63 0.80
H -3.50 6.12 1.14
H 0.10 1.10 -1.48
H 0.13 3.32 -1.35
H 1.78 3.20 -1.89
H 2.42 3.38 0.66
H 0.72 3.93 0.86
H 1.81 4.76 -0.21
H 4.72 -0.51 -3.47
H 2.37 -1.31 -4.34
C 5.80 -0.43 7.88
Cl 6.42 1.19 8.22
Cl 4.03 -0.44 7.77
H 6.21 -0.76 6.93
H 6.10 -1.10 8.67
C 0.40 -4.14 -5.63
Cl 2.05 -3.80 -5.08
Cl 0.13 -5.88 -5.80
H -0.30 -3.74 -4.91
H 0.26 -3.67 -6.59
C -5.55 -6.37 0.42
Cl -5.36 -5.46 1.92
Cl -5.03 -5.42 -0.98
H -4.94 -7.27 0.48
H -6.59 -6.64 0.29
C 4.08 5.25 7.13
Cl 4.03 3.54 7.54
Cl 3.39 5.57 5.53
H 3.53 5.81 7.87
H 5.12 5.57 7.12
C 0.01 -7.20 -9.42
Cl -0.56 -8.87 -9.46
Cl -0.72 -6.22 -10.70
H -0.25 -6.77 -8.47
H 1.08 -7.20 -9.56
C -7.17 -9.11 3.06
Cl -5.42 -9.40 3.12
Cl -7.75 -8.96 1.40
H -7.67 -9.94 3.54
H -7.38 -8.18 3.59
C -3.52 -6.62 -4.50
Cl -3.08 -4.99 -3.98
Cl -5.27 -6.79 -4.68
H -3.06 -6.81 -5.46
H -3.17 -7.33 -3.76
C 8.19 -3.76 9.29
Cl 8.81 -2.14 9.64
Cl 6.42 -3.77 9.18
H 8.59 -4.09 8.34
H 8.49 -4.43 10.09
C 1.56 7.88 -3.59
Cl -0.18 7.99 -3.30
Cl 2.20 6.27 -3.20
H 1.76 8.08 -4.63
H 2.06 8.61 -2.96
C 4.04 -3.47 1.66
Cl 4.08 -3.83 -0.07
Cl 4.24 -1.75 1.97
H 3.08 -3.78 2.06
H 4.84 -4.01 2.15
C -7.32 -10.27 -2.31
Cl -6.88 -8.64 -1.78
Cl -9.06 -10.46 -2.49
H -6.85 -10.45 -3.27
H -6.96 -10.98 -1.57
C -7.18 8.06 -3.02
Cl -5.47 8.39 -2.66
Cl -7.62 6.41 -2.59
H -7.79 8.75 -2.44
H -7.34 8.21 -4.08
C 0.49 -0.91 -7.79
Cl -0.26 -1.04 -9.39
Cl -0.70 -1.06 -6.49
H 1.22 -1.70 -7.69
H 0.96 0.06 -7.71
C 2.07 -2.77 5.59
Cl 3.77 -3.26 5.60
Cl 1.41 -2.67 3.96
H 1.50 -3.50 6.16
H 2.00 -1.79 6.05
C 6.09 -3.84 12.91
Cl 7.85 -3.63 12.94
Cl 5.61 -5.44 13.50
H 5.65 -3.09 13.55
H 5.75 -3.73 11.89
C -5.78 -1.37 4.39
Cl -6.93 -0.98 3.10
Cl -5.25 -3.05 4.28
H -4.92 -0.73 4.29
H -6.27 -1.22 5.34
C -4.79 9.15 -6.59
Cl -6.23 9.88 -5.88
Cl -5.15 8.25 -8.06
H -4.09 9.95 -6.83
H -4.35 8.48 -5.87
*
```

Properties
**F_max**: 2.222 eV/A
**Orbital gap**: 7.85 eV
**E_HOMO**: -7.7 eV

Mulliken population analysis, charges in e, atoms 1 to 5: number 1, C, carries -0.470; number 2, C, carries 0.369; number 3, C, carries 0.613; number 4, O, carries -0.553; number 5, O, carries 0.041



Formula: H30O15
Source: the OMol25 dataset
Level of theory: ωB97M-V with the def2-TZVPD basis set

Structure (ORCA input):
```
! wB97M-V def2-TZVPD RIJCOSX def2/J DEFGRID3
* xyz 0 1
O -1.74 -0.34 3.04
H -1.91 0.29 2.30
H -1.54 0.22 3.80
O 1.14 2.26 -1.50
H 0.69 1.48 -1.71
H 1.50 2.71 -2.29
O -2.44 1.75 1.23
H -3.40 1.60 1.00
H -2.58 2.18 2.05
O 1.39 -0.42 -2.67
H 2.19 -0.21 -2.22
H 1.17 -1.37 -2.44
O 2.36 -0.80 0.07
H 1.42 -0.61 -0.09
H 2.89 -0.03 0.13
O -1.71 -2.12 0.59
H -1.06 -2.77 0.68
H -2.26 -2.49 -0.07
O -0.73 3.70 -0.23
H -1.15 3.00 0.31
H -0.12 3.30 -0.84
O 3.19 1.97 0.07
H 2.43 1.95 -0.50
H 3.30 2.92 0.07
O 0.28 -2.91 -1.87
H 0.92 -3.38 -2.43
H 0.62 -3.11 -1.05
O -1.16 0.30 -3.17
H -1.06 1.26 -3.22
H -0.38 0.04 -2.66
O -3.08 0.12 -1.08
H -2.45 0.48 -0.48
H -2.51 -0.16 -1.81
O -0.21 -0.07 -0.23
H 0.10 0.47 0.51
H -0.51 -0.91 0.08
O 0.45 -3.88 1.22
H 0.59 -3.11 1.76
H 1.02 -4.57 1.60
O 0.60 1.54 1.78
H 0.82 1.03 2.53
H 1.17 2.31 1.73
O 0.69 -1.46 2.21
H 1.33 -1.10 1.62
H -0.23 -1.09 2.19
*
```

Properties
**F_max**: 3.664 eV/A
**Orbital gap**: 10.38 eV
**E_HOMO**: -10.4 eV
**ΔE to the lowest compared entry with this formula, charge and spin**: 1.044 eV

natural (NBO) population analysis, charges in e, atoms 1 to 5: number 1, O, carries -0.960; number 2, H, carries 0.497; number 3, H, carries 0.468; number 4, O, carries -0.965; number 5, H, carries 0.516



Formula: CH3BrO3S
Source: the OMol25 dataset
Level of theory: ωB97M-V with the def2-TZVPD basis set

Structure (ORCA input):
```
! wB97M-V def2-TZVPD RIJCOSX def2/J DEFGRID3
* xyz 0 3
C -1.81 0.75 -0.07
O 0.59 -3.08 -0.55
O 1.61 -1.14 0.37
O -1.26 0.11 0.83
S 0.57 -2.14 0.55
Br 1.96 2.32 0.12
H 2.39 1.11 -0.18
H -2.25 1.69 0.05
H -1.80 0.38 -1.14
*
```

Properties
**F_max**: 4.268 eV/A
**Orbital gap (spin up / spin down)**: 8.54 / 6.26 eV
**E_HOMO (spin up / spin down)**: -8.3 / -10.7 eV
**ΔE to the lowest compared entry with this formula, charge and spin**: 0.519 eV

natural (NBO) population analysis, charges in e, atoms 1 to 5: number 1, C, carries 0.289; number 2, O, carries -0.667; number 3, O, carries -0.789; number 4, O, carries -0.515; number 5, S, carries 1.444